{"formula": "H20O10", "method": "ωB97M-V with the def2-TZVPD basis set", "charge": 0, "relative_energy_ev": 1.8389, "gap_ev": 11.0, "smiles": "O.O.O.O.O.O.O.O.O.O", "e_homo_ev": -10.84, "species": ["O", "H", "H", "O", "H", "H", "O", "H", "H", "O", "H", "H", "O", "H", "H", "O", "H", "H", "O", "H", "H", "O", "H", "H", "O", "H", "H", "O", "H", "H"], "positions_angstrom": [[-1.9733, 1.0710, -2.2357], [-2.1273, 0.1282, -2.3750], [-1.0045, 1.1583, -2.1554], [0.2272, -2.8785, -2.3791], [0.9522, -3.4444, -2.6651], [0.5901, -2.3471, -1.6531], [0.2807, 0.9677, 0.1370], [-0.6837, 0.9243, 0.0928], [0.5782, 0.0963, -0.1544], [0.4712, -1.3163, 2.6373], [0.9186, -0.5022, 2.9056], [-0.4805, -1.1125, 2.7149], [4.0033, -0.8113, -1.0727], [4.6584, -1.5160, -1.0273], [3.1490, -1.2367, -0.8724], [0.8931, 1.6424, -2.4326], [1.3122, 1.5477, -1.5652], [1.5548, 1.3402, -3.0647], [-3.0606, 1.3279, 0.4222], [-2.9739, 1.2592, -0.5459], [-3.8054, 1.9202, 0.5800], [1.5173, -1.7333, 0.1141], [1.1846, -1.6342, 1.0505], [1.8884, -2.6245, 0.0869], [-2.1059, 0.0302, 2.6394], [-2.7333, -0.6925, 2.7597], [-2.4362, 0.5285, 1.8589], [-0.0518, 2.9438, 2.1908], [-0.5988, 2.3524, 2.7214], [-0.1442, 2.6113, 1.2872]], "forces_ev_per_angstrom": [[-0.11, -0.32, 0.45], [0.10, 0.09, -0.18], [0.01, 0.17, -0.32], [0.13, 0.09, 0.15], [-0.08, 0.07, -0.04], [-0.12, -0.11, -0.09], [-0.18, -0.17, 0.02], [0.02, -0.03, -0.04], [0.04, -0.08, 0.13], [0.08, -0.03, 0.02], [-0.17, -0.06, -0.01], [0.29, 0.30, -0.21], [-0.29, -0.30, -0.11], [-0.04, 0.10, -0.02], [0.43, 0.41, 0.14], [0.24, -0.15, -0.08], [-0.23, 0.16, -0.05], [-0.11, 0.05, -0.04], [-0.28, 0.11, -0.12], [0.29, 0.07, -0.07], [0.17, -0.02, 0.01], [-0.12, -0.31, 0.38], [0.00, 0.03, -0.41], [-0.15, 0.05, 0.12], [-0.04, -0.12, -0.09], [-0.06, 0.21, 0.01], [0.11, -0.32, 0.20], [-0.23, 0.03, 0.02], [0.05, 0.05, -0.07], [0.26, 0.03, 0.32]], "nbo_charge": [-0.982, 0.475, 0.513, -0.954, 0.465, 0.482, -0.976, 0.482, 0.494, -0.979, 0.491, 0.512, -0.954, 0.464, 0.481, -0.969, 0.497, 0.481, -1.000, 0.519, 0.490, -1.027, 0.528, 0.482, -0.996, 0.474, 0.509, -0.947, 0.466, 0.480]}

***

{"formula": "H20O10Xe", "method": "ωB97M-V with the def2-TZVPD basis set", "charge": 0, "relative_energy_ev": 0.7244, "gap_ev": 10.3, "e_homo_ev": -10.51, "species": ["Xe", "O", "H", "H", "O", "H", "H", "O", "H", "H", "O", "H", "H", "O", "H", "H", "O", "H", "H", "O", "H", "H", "O", "H", "H", "O", "H", "H", "O", "H", "H"], "positions_angstrom": [[-0.0934, 0.3357, -0.2642], [-1.5299, -1.2067, 2.9052], [-0.6865, -1.3357, 2.4713], [-1.3311, -0.6442, 3.6537], [0.7478, -3.5875, 0.2770], [0.7916, -3.1580, -0.5773], [-0.1574, -3.8907, 0.3471], [1.4808, 2.1444, 2.1707], [1.2628, 1.9000, 1.2713], [2.4025, 2.3997, 2.1334], [-1.4776, -0.9985, -4.3401], [-0.9073, -1.6508, -3.9332], [-1.8069, -0.4775, -3.6078], [-1.5578, 3.0855, -2.4487], [-1.4045, 3.8423, -1.8832], [-0.9965, 3.2365, -3.2092], [-2.9717, 0.8472, -2.1364], [-3.1560, 0.7984, -1.1984], [-2.4708, 1.6562, -2.2408], [3.2058, -0.5352, 1.0377], [3.1298, -0.7725, 0.1135], [4.1254, -0.6935, 1.2513], [1.2680, -2.0532, 2.5506], [1.9067, -1.4450, 2.1786], [1.0992, -2.6825, 1.8493], [-3.8795, -0.1124, 0.6686], [-3.5312, -0.1695, 1.5584], [-3.8477, -1.0110, 0.3403], [3.1755, 1.9889, -0.5690], [3.5227, 2.8387, -0.2979], [3.6874, 1.3509, -0.0718]], "forces_ev_per_angstrom": [[-0.08, -0.21, -0.17], [-0.91, 0.10, -0.15], [0.72, -0.15, 0.05], [0.13, 0.08, 0.18], [0.15, -0.17, 0.00], [0.04, 0.17, -0.23], [-0.32, -0.17, 0.07], [-0.15, 0.20, 0.46], [0.11, -0.05, -0.25], [0.16, 0.00, 0.01], [0.18, -0.12, -0.35], [0.11, -0.15, 0.03], [-0.44, 0.36, 0.46], [0.22, 0.33, -0.06], [-0.07, 0.16, 0.27], [0.13, -0.09, -0.30], [-0.20, -0.76, -0.37], [-0.25, -0.21, 0.48], [0.16, 0.44, -0.10], [0.11, 0.36, 0.02], [-0.19, -0.20, -0.35], [0.31, -0.22, 0.24], [-0.41, 0.21, 0.70], [0.29, 0.30, -0.16], [0.06, -0.35, -0.42], [-0.14, 0.31, -0.34], [0.34, -0.07, 0.35], [-0.02, -0.25, -0.07], [-0.17, 0.11, -0.22], [0.09, 0.30, -0.06], [0.01, -0.26, 0.29]], "nbo_charge": [0.010, -0.977, 0.494, 0.473, -0.945, 0.478, 0.484, -0.941, 0.472, 0.460, -0.950, 0.455, 0.491, -0.947, 0.485, 0.486, -0.998, 0.486, 0.488, -0.947, 0.480, 0.481, -0.990, 0.487, 0.486, -0.960, 0.491, 0.472, -0.946, 0.469, 0.473]}

***

{"formula": "H20O20SV3", "method": "ωB97M-V with the def2-TZVPD basis set", "charge": 1, "relative_energy_ev": 1.1982, "gap_ev": 8.5, "e_homo_ev": -13.10, "species": ["O", "V", "O", "O", "V", "O", "O", "V", "O", "S", "O", "O", "O", "O", "O", "H", "H", "O", "H", "H", "O", "H", "H", "O", "H", "H", "O", "H", "H", "O", "H", "H", "O", "H", "H", "O", "H", "H", "O", "H", "H", "O", "H", "H"], "positions_angstrom": [[-1.5119, 4.2073, 1.1043], [-0.7091, 3.6859, -0.1401], [-1.4460, 4.0167, -1.5049], [-2.0300, -1.0119, 4.6640], [-2.0096, -0.6192, 3.1103], [-2.1423, 0.9788, 3.0749], [-1.3898, -3.2521, -1.8896], [-0.5331, -2.1175, -2.5621], [-1.4941, -1.1566, -3.4305], [-0.4953, 0.2039, 0.1043], [-1.0767, 1.5060, -0.2331], [-0.1802, -0.7774, -0.9668], [0.7526, 0.4866, 0.8498], [-1.4509, -0.4292, 1.0240], [1.0491, 2.9931, 1.0945], [0.9888, 2.0379, 1.0793], [1.9839, 3.1761, 1.0008], [0.3974, -0.4525, 3.2082], [0.9587, -0.0183, 3.8506], [0.6241, -0.0407, 2.3743], [-2.9050, 1.0358, -2.1307], [-2.4675, 0.6942, -2.9105], [-2.2281, 1.0302, -1.4539], [3.3155, 0.2932, 2.0189], [3.3813, 0.2723, 2.9736], [2.6182, 0.9241, 1.8402], [1.4646, -3.1423, -1.5829], [1.6789, -3.8072, -0.9286], [2.2436, -2.5877, -1.6256], [-3.2454, -1.8900, -0.1487], [-3.9042, -1.1982, -0.2099], [-2.5087, -1.4804, 0.3049], [1.3168, -0.9293, -3.4494], [1.8718, -0.7135, -4.1988], [1.7232, -0.4752, -2.7112], [-1.3302, -2.9093, 2.5441], [-0.7402, -3.5084, 3.0017], [-1.7348, -3.4453, 1.8621], [2.5500, -0.2722, -1.1332], [3.0168, 0.5622, -1.0881], [1.9592, -0.2576, -0.3802], [1.1550, 2.9551, -1.7834], [0.6665, 2.2394, -2.1901], [1.8170, 3.1931, -2.4325]], "forces_ev_per_angstrom": [[0.20, 0.03, -1.31], [-0.57, -1.57, -0.30], [0.47, 0.27, 1.68], [-0.31, 0.36, -2.46], [2.21, 2.43, 2.45], [-0.36, -2.56, 0.38], [0.64, 0.78, -1.05], [-1.26, 1.96, 0.67], [1.31, -2.13, 1.15], [-0.19, -1.11, 1.84], [0.56, 1.10, -1.17], [-0.44, 1.10, -0.30], [0.44, -0.46, -0.78], [0.34, -0.67, 0.14], [-0.19, 1.76, -0.11], [-0.33, -1.30, -0.09], [0.28, 0.46, -0.17], [-1.17, -0.76, 0.69], [-0.29, 0.03, 0.65], [0.24, 0.10, -0.87], [-0.40, 0.04, -0.09], [-0.09, -0.23, -0.32], [-0.23, 0.27, -0.11], [0.08, -0.02, -0.20], [0.28, -0.04, 0.30], [-0.06, 0.03, 0.01], [-0.43, 0.39, -0.56], [-0.32, -0.38, 0.18], [0.41, 0.41, -0.11], [-0.42, -0.75, 0.18], [-0.28, 0.21, -0.26], [0.10, 0.14, -0.21], [-0.59, -0.58, -0.32], [-0.12, -0.27, -0.53], [0.52, 0.28, 1.17], [-0.33, 0.63, -0.16], [0.21, 0.07, 0.50], [-0.35, -0.08, -0.46], [0.39, -0.13, -0.84], [0.39, 0.14, 0.11], [-0.22, -0.01, 0.58], [0.11, -0.14, 0.57], [-0.40, -0.24, -0.27], [0.17, 0.41, -0.19]], "lowdin_charge": [-0.237, 1.025, -0.257, -0.270, 1.063, -0.254, -0.247, 1.031, -0.276, 0.476, -0.321, -0.321, -0.359, -0.381, -0.047, -0.026, 0.091, -0.026, 0.087, -0.023, -0.039, 0.006, -0.051, -0.020, 0.049, -0.010, -0.034, 0.087, 0.047, -0.045, 0.051, -0.062, -0.052, 0.093, -0.005, -0.031, 0.083, 0.074, -0.032, 0.071, 0.003, -0.040, 0.050, 0.080]}

***

{"formula": "H21O10", "method": "ωB97M-V with the def2-TZVPD basis set", "charge": 1, "relative_energy_ev": 1.6840, "gap_ev": 11.0, "e_homo_ev": -13.85, "species": ["O", "H", "H", "O", "H", "H", "O", "H", "H", "O", "H", "H", "O", "H", "H", "O", "H", "H", "O", "H", "H", "O", "H", "H", "O", "H", "O", "H", "H", "H", "H"], "positions_angstrom": [[1.0670, 0.4314, 0.7677], [-1.9080, 1.4032, -1.8476], [3.5086, 0.6859, -1.7404], [0.8380, -2.6521, -0.8121], [-1.7114, -3.5374, 0.5955], [0.0082, -2.6488, -0.3461], [3.4536, -0.2668, -1.8777], [1.2883, -0.3784, 4.2557], [-3.6567, -1.0051, -0.5097], [-0.3363, 3.2739, -1.3722], [-0.3921, 4.1710, -1.0283], [0.5877, 3.1003, -1.5766], [-1.4338, 0.5615, -1.7248], [0.8842, -2.7295, -1.7717], [-0.5066, 0.8721, -1.5429], [-1.2732, -0.0807, 1.9052], [-0.9280, -0.1018, 2.8200], [-1.2685, 0.8820, 1.7987], [-2.1984, -2.7339, 0.8444], [-2.9188, -0.4919, 0.7600], [-1.8733, -2.6988, 1.7582], [-3.0529, -0.3230, -0.1910], [-1.9423, -0.0036, -0.8737], [0.6972, 1.2724, 1.0203], [1.2389, 1.0834, -1.8616], [0.5459, -0.3166, 1.0736], [1.3201, 0.1239, 3.4277], [2.1769, 0.5611, 3.5437], [1.5452, 1.4585, -2.6952], [4.2441, -0.5673, -1.4052], [1.9964, 0.6552, -1.3938]], "forces_ev_per_angstrom": [[1.18, -0.19, -1.30], [-0.14, -0.11, 0.00], [0.63, 0.06, -0.32], [1.63, 0.15, 0.55], [-0.58, -0.01, -0.53], [-0.70, -0.02, -0.93], [0.65, 0.22, 0.36], [-0.23, -0.04, -0.13], [0.19, -0.12, -0.10], [-0.38, 0.02, 0.12], [0.03, 0.01, -0.11], [0.05, -0.04, 0.18], [0.08, 0.12, 0.77], [-1.01, -0.01, 0.40], [0.64, -0.52, -0.12], [-0.36, 0.56, 1.11], [-0.04, -0.46, -0.38], [-0.19, -0.09, -0.36], [1.06, -0.86, 0.55], [0.29, -0.10, -0.20], [-0.44, 0.53, 0.01], [-0.14, 0.19, 0.47], [-0.38, 0.63, -0.96], [-0.35, -0.08, 0.37], [-0.02, 0.56, 0.18], [-0.11, 0.58, 0.30], [0.29, -0.21, 1.08], [-0.20, 0.11, -0.50], [0.14, -0.43, -0.07], [-0.22, -0.30, -0.10], [-1.36, -0.14, -0.33]], "nbo_charge": [-0.965, 0.535, 0.452, -0.977, 0.479, 0.477, -0.919, 0.473, 0.526, -0.984, 0.489, 0.493, -0.844, 0.498, 0.568, -0.972, 0.506, 0.478, -0.954, 0.542, 0.478, -0.913, 0.539, 0.462, -0.995, 0.501, -0.959, 0.488, 0.483, 0.491, 0.525]}

***

{"formula": "H21O10", "method": "ωB97M-V with the def2-TZVPD basis set", "charge": 2, "relative_energy_ev": 0.4021, "multiplicity": 2, "gap_ev": [9.9, 2.3], "e_homo_ev": [-16.69, -16.69], "species": ["O", "H", "H", "H", "O", "H", "H", "O", "H", "H", "O", "H", "H", "O", "H", "H", "O", "H", "H", "O", "H", "H", "O", "H", "H", "O", "H", "H", "O", "H", "H"], "positions_angstrom": [[-0.1835, -0.1974, 0.1690], [-0.3063, 0.5801, 0.7187], [0.6524, -0.1658, -0.3021], [-0.8935, -0.3580, -0.4569], [0.3237, -0.0252, -2.3914], [1.0590, -0.3101, -2.9340], [-0.3071, 0.3377, -3.0132], [1.3380, 1.9727, -0.5172], [1.7607, 2.4976, 0.1625], [1.1575, 2.5939, -1.2227], [2.0090, -0.8229, 2.2557], [2.6058, -1.2615, 1.6494], [1.4606, -1.5262, 2.6035], [-2.4765, -0.7143, -0.7263], [-3.2720, -0.9073, -0.2302], [-2.3904, -1.4471, -1.3362], [-2.4548, -0.3693, 3.8368], [-1.7433, -0.1429, 4.4358], [-2.1660, -0.0398, 2.9858], [1.9992, -2.2197, -0.6572], [2.0596, -3.0579, -0.1989], [1.9308, -2.4563, -1.5822], [-1.2029, 1.3819, 1.9916], [-0.5638, 1.4138, 2.7035], [-1.9316, 1.9211, 2.2990], [-2.2695, 0.9971, -2.8787], [-3.0809, 1.0314, -3.3853], [-2.5535, 0.8172, -1.9825], [3.4923, 0.2272, -0.4972], [3.1569, -0.6049, -0.8307], [2.7902, 0.8549, -0.6684]], "forces_ev_per_angstrom": [[1.83, -1.24, 0.90], [-0.87, 1.26, 0.78], [0.19, 0.14, -0.51], [-1.88, -0.15, -0.62], [0.80, -0.40, 0.45], [0.10, -0.11, -0.39], [-0.93, 0.41, -0.33], [0.81, -0.78, 0.34], [0.02, 0.57, 0.47], [-0.23, 0.21, -0.56], [0.15, 0.83, -0.39], [0.58, -0.32, -0.03], [-0.51, -0.45, 0.32], [0.24, 0.02, -0.16], [-0.32, 0.01, 0.48], [-0.16, -0.34, -0.51], [-0.17, -0.20, -0.04], [0.06, -0.04, 0.42], [0.00, -0.06, -0.15], [0.20, 1.03, -0.04], [0.13, -0.43, 0.25], [-0.14, -0.32, -0.45], [0.58, -0.22, -0.44], [0.24, 0.16, 0.45], [-0.44, 0.42, -0.08], [0.51, 0.08, -0.16], [-0.18, 0.13, -0.38], [-0.18, -0.09, 0.22], [1.92, -0.13, 1.14], [-0.42, -2.23, -0.52], [-1.92, 2.23, -0.45]], "nbo_charge": [-0.779, 0.564, 0.550, 0.563, -1.010, 0.479, 0.534, -0.984, 0.503, 0.526, -0.768, 0.478, 0.500, -0.977, 0.525, 0.509, -0.926, 0.464, 0.455, -0.998, 0.518, 0.506, -0.983, 0.497, 0.528, -0.981, 0.499, 0.483, -0.289, 0.510, 0.506]}

***

{"formula": "H21O11", "method": "ωB97M-V with the def2-TZVPD basis set", "charge": -1, "relative_energy_ev": 0.3066, "gap_ev": 10.0, "e_homo_ev": -7.26, "species": ["O", "H", "O", "H", "H", "O", "H", "H", "O", "H", "H", "O", "H", "H", "O", "H", "H", "O", "H", "H", "O", "H", "H", "O", "H", "H", "O", "H", "H", "O", "H", "H"], "positions_angstrom": [[0.0114, -0.0797, 0.1051], [0.1877, -0.0798, -0.8441], [0.3463, -3.4280, 1.9592], [0.7972, -2.5894, 1.7371], [1.0488, -4.0812, 1.9959], [1.8037, -1.0139, 1.9446], [2.5404, -1.4348, 1.4883], [1.2028, -0.7084, 1.2198], [-2.0797, 1.4825, -0.6995], [-1.5771, 2.3048, -0.7791], [-1.4617, 0.8593, -0.2614], [-0.2150, 3.3088, -1.9268], [0.5976, 2.8016, -1.8254], [-0.0418, 3.9301, -2.6384], [-0.8985, -2.3093, -1.3942], [-0.4761, -1.5971, -0.8751], [-1.7346, -2.4451, -0.9372], [-2.7441, -0.1654, -2.8070], [-2.3129, 0.5626, -2.3149], [-2.0824, -0.8673, -2.8081], [1.7654, 1.9708, 0.3007], [2.6126, 1.6349, 0.6078], [1.1906, 1.1666, 0.2745], [-0.4250, 2.2288, 2.4600], [0.2171, 2.1592, 1.7416], [-0.8076, 1.3471, 2.5367], [2.5594, -0.7867, -1.3818], [1.8072, -0.6965, -0.7740], [2.4362, -0.0849, -2.0263], [-1.8036, -1.0234, 2.0052], [-1.3231, -1.6529, 2.5528], [-1.1412, -0.7132, 1.3638]], "forces_ev_per_angstrom": [[0.91, -0.23, -0.23], [-0.38, 0.34, 0.02], [-0.05, 0.06, -0.11], [-0.11, -0.28, 0.38], [0.01, -0.01, 0.00], [0.06, -0.18, -0.26], [0.11, 0.14, -0.01], [-0.11, 0.25, 0.05], [0.02, 0.14, -0.03], [-0.09, -0.14, 0.00], [-0.07, 0.24, 0.03], [0.09, 0.10, -0.16], [0.09, 0.02, 0.29], [-0.03, 0.01, 0.00], [0.10, 0.09, -0.23], [-0.34, -0.44, 0.21], [-0.01, 0.02, 0.08], [0.31, 0.10, -0.38], [-0.45, -0.20, 0.24], [-0.04, -0.09, 0.13], [0.07, 0.02, -0.19], [0.03, 0.06, 0.07], [-0.28, 0.06, 0.01], [0.01, 0.03, 0.13], [0.04, 0.04, 0.05], [-0.07, -0.02, -0.09], [0.07, -0.12, 0.10], [0.14, -0.03, -0.09], [0.01, 0.06, 0.03], [0.07, 0.12, 0.25], [-0.01, -0.12, -0.05], [-0.11, -0.05, -0.23]], "nbo_charge": [-1.262, 0.435, -0.970, 0.489, 0.456, -0.983, 0.462, 0.504, -0.996, 0.485, 0.502, -0.951, 0.486, 0.468, -0.983, 0.486, 0.477, -0.993, 0.496, 0.471, -1.010, 0.470, 0.499, -0.970, 0.484, 0.479, -0.957, 0.477, 0.466, -0.981, 0.470, 0.496]}